{"formula": "C40H90F18N5P3", "method": "the ωB97M-V functional and the def2-TZVPD basis", "species": ["C", "C", "C", "N", "C", "C", "C", "C", "C", "H", "H", "H", "H", "H", "H", "H", "H", "H", "H", "H", "H", "H", "H", "H", "H", "H", "H", "C", "C", "C", "N", "C", "C", "C", "C", "C", "H", "H", "H", "H", "H", "H", "H", "H", "H", "H", "H", "H", "H", "H", "H", "H", "H", "H", "C", "C", "C", "N", "C", "C", "C", "C", "C", "H", "H", "H", "H", "H", "H", "H", "H", "H", "H", "H", "H", "H", "H", "H", "H", "H", "H", "C", "C", "C", "N", "C", "C", "C", "C", "C", "H", "H", "H", "H", "H", "H", "H", "H", "H", "H", "H", "H", "H", "H", "H", "H", "H", "H", "C", "C", "C", "N", "C", "C", "C", "C", "C", "H", "H", "H", "H", "H", "H", "H", "H", "H", "H", "H", "H", "H", "H", "H", "H", "H", "H", "P", "F", "F", "F", "F", "F", "F", "P", "F", "F", "F", "F", "F", "F", "P", "F", "F", "F", "F", "F", "F"], "xyz": [[2.1899, -6.1224, -0.1636], [2.7543, -4.8640, 0.5356], [3.2783, -3.8498, -0.5250], [4.1390, -2.7422, 0.1331], [4.5298, -1.7753, -0.9771], [3.5623, -2.0140, 1.2742], [4.4153, -2.2688, 2.4801], [5.8474, -2.2682, 1.9335], [5.5593, -3.2823, 0.7312], [2.9308, -6.6427, -0.7706], [1.4492, -5.8768, -0.9246], [1.7806, -6.8079, 0.5784], [3.4219, -5.1195, 1.3585], [1.9722, -4.3804, 1.1209], [2.4540, -3.2738, -0.9455], [3.8552, -4.3644, -1.2934], [5.0722, -1.0316, -0.3932], [3.6140, -1.5303, -1.5150], [5.1535, -2.3148, -1.6899], [3.7442, -0.9519, 1.1098], [2.4941, -2.2309, 1.2791], [4.3171, -1.6655, 3.3826], [4.1144, -3.1822, 2.9933], [6.4091, -1.3771, 1.6532], [6.5101, -2.7879, 2.6257], [6.3513, -3.2535, -0.0171], [5.4289, -4.3086, 1.0743], [-4.3142, 5.7515, 3.2372], [-4.2283, 5.1744, 1.8656], [-2.8449, 5.1781, 1.2781], [-2.8192, 5.1512, -0.2882], [-3.3903, 6.5265, -0.9248], [-3.7244, 4.0757, -0.8685], [-2.9424, 3.3097, -2.0527], [-1.6723, 4.1722, -2.2076], [-1.3339, 4.8743, -0.8556], [-3.6556, 6.5927, 3.4535], [-4.2180, 5.1019, 4.1071], [-5.3072, 6.1979, 3.2902], [-4.8821, 5.7826, 1.2406], [-4.6334, 4.1626, 1.8842], [-2.2274, 4.3566, 1.6414], [-2.2795, 6.0868, 1.4847], [-3.2370, 6.5228, -2.0040], [-2.7593, 7.2753, -0.4461], [-4.4564, 6.6173, -0.7168], [-4.6393, 4.4896, -1.2925], [-3.9128, 3.3437, -0.0832], [-3.5360, 3.2440, -2.9645], [-2.6702, 2.3075, -1.7217], [-1.6739, 4.9094, -3.0105], [-0.9738, 3.4509, -2.6316], [-0.7013, 5.7416, -1.0447], [-0.7909, 4.1365, -0.2650], [-2.2603, 1.8133, 8.8567], [-3.1351, 1.3370, 7.5513], [-2.4721, 1.8215, 6.2217], [-3.0707, 1.2766, 4.8542], [-4.5792, 1.1297, 4.9542], [-2.3397, -0.0979, 4.6699], [-1.2749, 0.2880, 3.6193], [-1.2994, 1.7640, 3.3143], [-2.6972, 2.1721, 3.6404], [-2.9238, 2.2054, 9.6275], [-1.5804, 2.5658, 8.4571], [-1.7852, 0.8850, 9.1737], [-4.1828, 1.6073, 7.6835], [-3.2922, 0.2610, 7.4768], [-1.4077, 1.5964, 6.2890], [-2.7347, 2.8776, 6.1601], [-4.9327, 0.8942, 3.9504], [-5.0984, 2.0352, 5.2682], [-4.8630, 0.3824, 5.6953], [-3.0257, -0.8435, 4.2681], [-1.7696, -0.4936, 5.5105], [-1.5297, -0.3420, 2.7671], [-0.3417, -0.1388, 3.9870], [-1.0063, 2.0242, 2.2972], [-0.6840, 2.2185, 4.0906], [-3.4274, 2.0966, 2.8346], [-2.7767, 3.1712, 4.0689], [2.6283, 4.2810, -3.0772], [2.8923, 2.9443, -3.8553], [4.3993, 2.6822, -4.2022], [4.7576, 1.2535, -4.6388], [4.3899, 0.2618, -3.6216], [3.8684, 0.7805, -5.8711], [4.8534, 0.7966, -7.0618], [6.1550, 1.3297, -6.5883], [6.1872, 1.0803, -5.0862], [2.6353, 5.0547, -3.8450], [3.2850, 4.4265, -2.2195], [1.6410, 4.2904, -2.6155], [2.1447, 2.7707, -4.6293], [2.5982, 2.2738, -3.0479], [5.1061, 2.9181, -3.4066], [4.6756, 3.1907, -5.1258], [3.3049, 0.2718, -3.5173], [4.8536, 0.5607, -2.6815], [4.6671, -0.7529, -3.9071], [3.5872, -0.2479, -5.6441], [2.8628, 1.1813, -5.9982], [4.8856, -0.1802, -7.5445], [4.3841, 1.2944, -7.9103], [7.0241, 0.9357, -7.1152], [6.2987, 2.4099, -6.5643], [6.6135, 0.1012, -4.8676], [6.8147, 1.8342, -4.6109], [-3.9273, -0.3475, 0.6237], [-3.6781, -1.8306, 1.1049], [-2.4237, -2.5621, 0.5440], [-2.2548, -4.0498, 0.9336], [-2.9519, -4.8456, -0.1849], [-2.8631, -4.3374, 2.3703], [-2.1721, -5.5728, 2.8629], [-0.8686, -5.6093, 2.1218], [-0.8291, -4.4544, 1.1089], [-3.4283, 0.4575, 1.1632], [-5.0148, -0.3334, 0.5525], [-3.5192, -0.1585, -0.3692], [-4.5571, -2.4666, 1.0001], [-3.5154, -1.9217, 2.1788], [-1.5955, -1.9462, 0.8944], [-2.3530, -2.3397, -0.5207], [-2.2193, -4.8097, -0.9913], [-3.9239, -4.4281, -0.4477], [-3.0736, -5.8661, 0.1781], [-3.9524, -4.3727, 2.3843], [-2.4633, -3.4795, 2.9108], [-2.7930, -6.4295, 2.6011], [-1.9351, -5.6986, 3.9193], [-0.7453, -6.4567, 1.4474], [0.0432, -5.6197, 2.7189], [-0.3480, -4.7309, 0.1707], [-0.3276, -3.5902, 1.5447], [-1.5113, 0.0069, -5.1233], [-3.0226, -0.4682, -5.4412], [-1.2674, -1.2797, -4.1691], [-1.1117, -1.0005, -6.3438], [0.0881, 0.3686, -4.9234], [-1.5341, 1.2555, -6.1554], [-1.8671, 1.0221, -3.8969], [0.6811, 0.2791, -0.7341], [1.0841, -1.2417, -1.2608], [0.7798, 0.7637, -2.3198], [-0.9039, -0.1043, -0.7561], [0.4014, 1.8606, -0.3414], [0.7000, -0.2427, 0.7833], [2.2907, 0.5365, -0.5970], [0.3429, -4.4168, -3.4405], [-0.3104, -5.9064, -3.3583], [-1.1078, -3.8331, -3.8438], [0.3606, -3.9852, -1.8820], [0.8200, -2.8805, -3.8068], [1.8430, -4.8875, -3.3785], [0.3873, -4.5437, -5.0202]], "forces_ev_per_angstrom": [[0.224, 0.354, -0.088], [-0.596, 0.221, -0.600], [-0.070, 0.099, 2.165], [3.299, -1.680, -1.221], [-0.321, -1.197, 0.715], [-0.873, 1.377, 0.264], [0.197, -0.141, 1.698], [-0.558, -3.229, -0.709], [-0.271, 1.633, 0.195], [0.372, -0.079, 0.364], [-0.293, 0.213, 0.332], [-0.032, -0.055, -0.133], [0.764, -0.189, -0.491], [-0.446, 0.138, -0.296], [-0.131, -0.359, -0.327], [0.139, 0.336, 0.009], [-0.157, 0.568, -0.993], [-0.009, 0.819, 0.426], [0.222, 0.040, 0.215], [-0.773, 0.054, -0.576], [0.113, 0.277, 0.454], [-0.422, 1.180, -0.665], [0.638, -0.885, -0.591], [-0.848, 0.348, -0.163], [0.008, -0.063, 0.061], [-0.473, -0.022, -0.341], [-0.195, 0.268, 0.075], [-0.636, 1.193, 1.354], [0.046, -0.242, -0.652], [0.790, 0.480, -1.621], [-0.090, 0.875, -0.941], [1.573, -1.393, 1.257], [0.969, -1.762, -1.106], [-0.206, 1.795, 1.621], [0.239, -0.246, -0.703], [-1.437, -1.680, -1.606], [0.299, 0.005, -0.383], [0.071, -0.416, -0.326], [-0.121, -0.100, 0.440], [-0.007, -0.161, -0.171], [-0.081, -0.015, -0.215], [-0.037, -0.194, -0.311], [-0.199, 0.119, 0.321], [0.162, -0.322, 0.173], [-0.410, 0.298, -0.181], [0.311, -0.039, 0.255], [0.074, 0.177, 0.576], [-0.300, 0.250, -0.025], [0.113, -0.005, 0.148], [-0.022, 0.066, -0.133], [-0.750, 0.220, 0.027], [0.852, 0.093, 0.741], [-0.607, 0.373, 0.545], [-0.437, 0.219, 0.688], [-1.420, -1.245, -2.544], [0.037, -0.359, 0.268], [-1.891, 0.726, 0.153], [-0.180, -1.168, 1.791], [0.354, 0.031, -0.078], [0.218, 1.580, -1.662], [-0.266, -2.281, -0.593], [0.153, -0.209, 0.801], [-0.525, 0.059, 1.701], [0.197, 0.013, -0.150], [0.243, -0.059, 0.625], [0.437, 0.515, 0.306], [0.102, 0.909, -0.335], [0.809, -0.367, 0.404], [-0.042, 0.183, -0.510], [0.728, 0.307, -0.023], [-0.028, -0.380, 0.159], [0.542, 0.445, -0.038], [0.312, -0.232, -0.343], [-0.227, 0.080, 0.231], [-0.780, 0.321, 0.844], [0.232, 0.328, -0.498], [0.423, 0.508, -0.196], [0.243, -0.045, 0.138], [0.483, 0.446, -0.492], [-0.066, -0.552, 0.216], [0.019, 0.363, -0.230], [0.052, -0.269, -1.374], [0.369, -0.488, 2.454], [-0.609, -0.189, -1.321], [-2.060, -1.380, -0.892], [-0.393, 0.031, 1.365], [1.172, -1.066, -0.252], [-2.203, -0.088, -1.233], [1.156, 0.876, 0.748], [0.415, 0.193, -0.315], [0.317, 0.658, 0.609], [0.478, 0.178, -0.438], [-0.200, -0.392, -0.370], [0.460, 0.195, -0.312], [0.143, -0.833, -0.320], [-0.274, 0.158, 0.109], [0.061, 0.713, 0.277], [0.006, 0.009, 0.251], [-0.006, -0.188, 0.130], [0.261, 0.255, -0.135], [0.357, -0.064, 0.079], [0.444, 1.121, 0.329], [0.561, -0.452, 0.717], [0.266, 0.902, 0.173], [-0.065, -0.159, 0.184], [-0.582, 0.251, -1.153], [-0.676, -0.130, 0.418], [-0.142, -0.112, 0.285], [0.284, -1.740, -0.647], [0.843, -0.765, 0.556], [-0.032, 1.709, 0.053], [-2.182, 0.800, -0.315], [1.113, -0.173, 0.937], [1.040, 1.177, -0.470], [-0.205, -1.290, -0.289], [1.528, -0.483, -2.074], [0.160, 0.389, 0.832], [-0.397, -0.287, 0.795], [0.097, 0.964, 0.201], [-0.157, -0.528, -0.340], [-0.285, 0.279, -0.631], [-0.245, 0.810, 0.327], [0.475, -0.618, 0.456], [-0.041, -1.135, -0.362], [-0.478, -0.070, -0.372], [0.288, 0.207, 0.130], [0.015, -0.016, -0.138], [0.191, 0.190, -0.299], [-0.417, 0.128, 0.353], [0.124, -0.200, 0.014], [-0.643, 0.758, 0.154], [-0.344, -0.651, 0.515], [-0.210, 0.239, 0.267], [-0.285, 0.278, -0.068], [0.021, 0.129, -0.168], [2.262, -2.650, -1.332], [-0.436, 1.440, 1.030], [-0.950, 1.391, 0.814], [0.571, 0.611, -0.643], [0.207, 0.270, 0.180], [-0.990, 0.215, 0.015], [-0.665, -0.438, -0.078], [0.813, -1.072, -2.811], [-0.538, 0.590, 0.654], [-0.624, -0.249, 1.708], [0.690, 0.891, -0.472], [-0.323, -0.923, 0.449], [-0.080, 0.394, 0.844], [0.356, 0.625, 0.184], [-1.877, 3.794, -5.567], [0.899, 0.380, 1.827], [-2.187, -0.322, 3.228], [-0.836, -1.231, 0.488], [1.581, 0.575, 1.767], [1.202, -1.162, 1.308], [1.586, -2.491, -2.521]], "homo_lumo_gap_ha": [0.087, 0.316], "total_energy_ev": -127172.177, "spin_multiplicity": 2, "homo_ev": [-4.3, -10.5], "charge": 1}